The following is a quantum chemistry calculation of a cluster of 6 separate species, C7H24IN6O7 in total at a distorted geometry, from the OMol25 dataset.

Last column: Mulliken charge in e.
Positions of all 45 atoms, in Å:
I  0.207939  1.901820  1.023389  -0.4562
C  -0.523984  1.506041  -2.938984  0.3306
C  -1.962133  1.201394  -2.671567  -0.3450
O  -2.550098  1.933329  -1.628401  -0.5232
O  0.009063  0.825206  -4.040778  -0.5859
H  0.084813  1.488466  -2.027231  -0.2571
H  -0.477677  2.589040  -3.148985  0.3237
H  -2.081240  0.117999  -2.541695  0.1564
H  -2.539629  1.380481  -3.582759  0.3460
H  -2.060369  1.883359  -0.792462  0.2202
H  0.964803  0.830854  -4.087886  0.3088
C  1.159224  -3.189513  1.898136  -0.3744
C  1.976020  -1.971227  1.665915  0.2822
O  1.706747  -1.010769  2.704662  -0.5102
O  1.497127  -3.826017  3.152217  -0.5928
H  1.184832  -3.928080  1.094468  0.2974
H  0.089315  -2.972799  1.969699  0.2402
H  1.699456  -1.468837  0.739470  -0.1290
H  3.025658  -2.251404  1.791975  0.2194
H  1.295771  -0.235417  2.292739  0.1427
H  1.600472  -3.115468  3.795371  0.3309
C  -3.104137  2.780888  4.013980  0.5873
O  -2.782238  1.870570  4.764402  -0.6061
N  -2.292508  3.446707  3.172652  -0.2731
N  -4.396583  3.286106  3.962796  -0.4051
H  -1.514902  3.039466  2.660754  0.0169
H  -2.548988  4.363149  2.862960  0.1581
H  -5.138420  2.842769  4.477491  0.1963
H  -4.655122  4.189654  3.619637  0.1524
C  -1.133055  -2.269596  -0.650205  0.5631
O  -1.847816  -2.269244  0.367046  -0.7093
N  -0.345079  -1.213519  -0.927054  0.1636
N  -1.090634  -3.247118  -1.565279  -0.3608
H  0.472324  -1.329294  -1.508930  0.0981
H  -0.393961  -0.359690  -0.381529  -0.2523
H  -0.472946  -3.188275  -2.352901  0.1584
H  -1.752489  -4.000371  -1.533128  0.2241
C  3.239675  -0.292810  -2.239473  0.6522
O  2.437257  -0.954930  -2.893247  -0.6440
N  2.863199  0.476003  -1.181959  -0.1563
N  4.581189  -0.234813  -2.480849  -0.4398
H  1.895272  0.673017  -0.992019  -0.0891
H  3.543697  1.007323  -0.673289  0.1709
H  5.079993  0.517058  -2.046903  0.1470
H  5.050163  -0.821507  -3.142246  0.2229

Atomic forces in eV per Å
0.16 0.00 -0.16
1.14 2.53 0.42
-0.57 -1.55 -0.45
-0.12 0.49 -0.06
-0.76 -0.88 -0.59
-0.08 -0.82 0.04
-0.17 0.07 -0.12
0.12 -0.04 0.38
-0.03 0.43 0.05
0.28 -0.27 -0.26
0.12 0.01 0.52
-1.57 -0.80 0.88
-0.21 0.97 0.73
0.22 -0.28 0.06
0.48 -0.10 -0.56
0.68 -0.11 0.07
0.04 0.58 -0.19
0.51 -0.48 -0.40
0.14 0.15 -0.60
-0.13 0.00 0.16
-0.15 0.11 -0.08
-0.42 -0.25 0.86
-0.40 0.22 -0.83
1.20 0.72 -0.68
-1.04 -0.25 0.55
0.03 -0.30 0.57
-0.29 -0.06 -0.28
0.46 -0.16 0.31
0.40 0.07 -0.40
-1.18 1.36 2.53
0.28 -0.60 -1.40
1.11 0.64 -0.58
0.05 -1.41 -0.85
-0.13 0.18 -0.28
-0.08 -0.39 0.34
-0.11 0.10 -0.11
0.09 0.05 0.24
-0.86 0.03 0.09
0.38 -0.03 0.09
0.26 -0.02 -0.23
0.33 0.15 0.12
-0.16 0.03 0.12
-0.13 0.07 0.21
0.35 -0.12 -0.09
-0.26 -0.03 -0.13

* total charge: -1
* Kohn-Sham gap: 7.795 eV
* highest occupied orbital energy: -5.35 eV
* relative energy (zero: lowest compared OMol25 entry of this formula, charge and spin): 0.602 eV
* M: 431.2 g/mol